{"formula": "H4O2", "method": "ωB97M-V with the def2-TZVPD basis set", "elements": ["H", "H", "H", "O", "O", "H"], "xyz": [[-0.998, -0.798, -0.260], [1.150, -0.638, 0.480], [1.086, 0.789, 0.034], [-1.665, -0.058, -0.107], [1.599, -0.061, -0.172], [-1.172, 0.766, 0.026]], "largest_force_ev_per_a": 2.74, "charge": 0, "relative_energy_kcal_mol": 9.7}

---

{"formula": "H4O2", "method": "ωB97M-V with the def2-TZVPD basis set", "elements": ["H", "H", "O", "H", "O", "H"], "xyz": [[-1.326, 0.717, 0.171], [-2.084, -0.508, 0.264], [1.757, -0.023, -0.340], [1.991, -0.754, 0.213], [-1.469, -0.078, -0.386], [1.131, 0.645, 0.077]], "largest_force_ev_per_a": 2.45, "charge": 0, "relative_energy_kcal_mol": 11.7}

---

{"formula": "H4O2", "method": "ωB97M-V with the def2-TZVPD basis set", "elements": ["O", "O", "H", "H", "H", "H"], "xyz": [[1.397, -0.452, -0.176], [-1.200, 0.458, 0.228], [-1.609, 0.784, 1.088], [0.429, -0.319, -0.109], [1.462, -1.102, -0.930], [-1.856, 0.592, -0.460]], "largest_force_ev_per_a": 2.09, "charge": 0, "relative_energy_kcal_mol": 3.3}

---

{"formula": "H4O2", "method": "ωB97M-V with the def2-TZVPD basis set", "elements": ["H", "H", "O", "O", "H", "H"], "xyz": [[0.772, -0.636, 0.315], [-0.689, 0.215, -0.425], [-1.559, -0.114, -0.063], [1.264, 0.114, -0.032], [2.174, -0.268, -0.127], [-1.962, 0.690, 0.332]], "largest_force_ev_per_a": 1.59, "charge": 0, "relative_energy_kcal_mol": 3.2}

---

{"formula": "H4O2", "method": "ωB97M-V with the def2-TZVPD basis set", "elements": ["H", "O", "H", "H", "H", "O"], "xyz": [[0.302, -0.575, 0.332], [-0.265, 0.777, -0.932], [0.616, 0.473, -1.244], [0.019, 1.589, -0.485], [-0.823, -1.257, 1.149], [0.151, -1.007, 1.180]], "largest_force_ev_per_a": 2.04, "charge": 0, "relative_energy_kcal_mol": 6.1}

---

{"formula": "H4O2", "method": "ωB97M-V with the def2-TZVPD basis set", "elements": ["H", "O", "H", "H", "O", "H"], "xyz": [[0.718, -0.139, -0.067], [1.554, -0.540, -0.202], [1.673, -1.308, 0.432], [-1.644, 0.029, -0.460], [-0.954, 0.558, 0.046], [-1.348, 1.399, 0.250]], "largest_force_ev_per_a": 3.20, "charge": 0, "relative_energy_kcal_mol": 3.9}

---

| no. | molar mass (g mol⁻¹) |
| --- | --- |
| 1 | 36.03 |
| 2 | 36.03 |
| 3 | 36.03 |
| 4 | 36.03 |
| 5 | 36.03 |
| 6 | 36.03 |